The following is a quantum chemistry calculation of a cluster of 2 separate species, C4H12NO2 in total at a distorted geometry, from the OMol25 dataset.

```
! RIJCOSX wB97M-V def2-TZVPD def2/J DEFGRID3
* xyz 1 1
O 1.358 -0.974 -2.103
C 1.922 -0.180 -1.406
C 0.990 0.522 -0.300
N -0.208 -0.352 -0.226
C -0.158 -1.568 0.594
C 0.523 1.910 -0.721
H 2.988 0.050 -1.463
H 1.665 0.563 0.579
H -0.926 0.267 0.180
H -0.395 -0.607 -1.208
H -0.472 -2.536 0.215
H -0.776 -1.557 1.498
H 0.782 -1.592 1.145
H 1.271 2.500 -1.285
H 0.484 2.483 0.213
H -0.417 2.074 -1.261
H -3.461 -0.497 1.305
H -2.487 -0.403 2.574
O -2.681 -0.103 1.670
*
```

Properties
Energy = -364.55519 hartree
Maximum force = 3.14 eV Å⁻¹
Orbital gap = 11.3 eV
Relative energy (zero: lowest compared OMol25 entry of this formula, charge and spin) = 50.2 kcal/mol